Entry 1:
Molecular formula: C37H70N2O13S5Si2
Method: DFT, the ωB97M-V functional and the def2-TZVPD basis

- Lowest unoccupied orbital energy: 0.43 eV
- Kohn-Sham gap: 9.50 eV
- Max |F|: 2.32 eV/A
- Energy: -139032.672 eV
- Molar mass: 967.5 g mol⁻¹

Geometry as ORCA input:
```
! wB97M-V def2-TZVPD RIJCOSX def2/J DEFGRID3
* xyz 0 1
C 0.06177 6.47589 4.68271
C -0.21627 5.30837 4.74869
C -0.45552 3.79282 4.86384
C -1.91108 3.31400 4.42334
C -1.77893 2.26980 3.23987
Si -1.78465 3.06862 1.47664
C -1.40515 4.92166 1.64765
O -1.78492 5.73014 0.47368
C -1.09717 6.96095 0.68719
C 0.25510 7.30904 -0.01619
O -1.58763 7.72545 1.47746
C -3.57266 2.74838 0.82765
C -3.80179 3.22784 -0.63569
C -4.37601 4.65954 -0.96226
N -3.55498 2.42928 -1.62069
O -0.69636 2.13406 0.55054
Si 0.44101 2.97664 -0.37123
C -0.24445 4.00905 -1.79767
C -0.12889 3.37780 -3.24967
C 0.39438 4.50530 -4.25518
C -0.79524 5.10853 -5.15590
C 1.53117 3.98165 -5.23516
N 1.52457 1.70132 -1.06163
C 2.51336 2.18646 -1.57790
S 3.82302 2.76649 -2.31269
O 1.49318 3.99002 0.52808
C 1.90954 3.39517 1.77455
C 3.46802 3.43725 2.02453
O 4.25782 2.99025 0.92163
C 4.85222 1.70081 1.14332
C 3.83895 0.49005 1.17701
H 0.36347 7.51056 4.41622
H -0.32283 3.53666 5.95943
H 0.32592 3.17141 4.33501
H -2.31945 2.73535 5.30873
H -2.63684 4.14687 4.24560
H -0.81916 1.67548 3.31111
H -2.60482 1.49276 3.26367
H -0.35878 5.16666 2.00017
H -2.07905 5.31009 2.47777
H 0.25392 7.15457 -1.12572
H 0.41723 8.41262 0.15588
H 1.12189 6.78596 0.47741
H -3.68463 1.62286 0.83891
H -4.30686 3.15373 1.57603
H -5.16261 4.52338 -1.75423
H -4.89982 5.10913 -0.06961
H -3.57447 5.35030 -1.34660
H -3.78328 2.96985 -2.47242
H -1.35079 4.15819 -1.60038
H 0.19999 5.04512 -1.70743
H 0.44167 2.41878 -3.31934
H -1.17959 3.14185 -3.60136
H 0.83193 5.39820 -3.72385
H -1.68868 4.43173 -5.19609
H -1.11839 6.09187 -4.70437
H -0.39348 5.30747 -6.18381
H 2.24030 3.27025 -4.73905
H 1.13307 3.53024 -6.18145
H 2.13477 4.88922 -5.54869
H 1.46468 2.36446 1.94275
H 1.45415 4.03654 2.59843
H 3.80295 4.45458 2.37925
H 3.66049 2.71424 2.88109
H 5.55365 1.52486 0.27937
H 5.49112 1.78455 2.07371
H 4.06741 -0.21953 2.02832
H 3.88667 -0.09956 0.21269
H 2.76352 0.78312 1.30015
C -3.36243 -2.81603 -2.21676
C -2.55165 -1.54178 -1.96312
C -2.85463 -1.08196 -0.53568
S -3.27845 -2.55675 0.38724
O -4.66290 -2.47030 0.78582
O -2.22459 -2.84870 1.33306
C -3.15357 -3.69124 -0.98682
H -3.04434 -3.32403 -3.12822
H -4.42192 -2.56469 -2.32163
H -1.48496 -1.76382 -2.05993
H -2.78988 -0.76031 -2.68588
H -1.99039 -0.60372 -0.07503
H -3.71140 -0.40812 -0.50685
H -3.89939 -4.47861 -0.88681
H -2.14991 -4.12015 -0.97463
C -1.28497 -5.36346 5.21042
C -2.26067 -5.34549 4.03038
C -1.45312 -5.63173 2.76251
S -0.05155 -6.62263 3.27363
O 1.15534 -5.85998 3.06034
O -0.20833 -7.96952 2.77202
C -0.42824 -6.60947 5.02055
H -1.80727 -5.37922 6.16795
H -0.65599 -4.46894 5.18271
H -3.01525 -6.12516 4.17074
H -2.78551 -4.39212 3.95411
H -2.03778 -6.18601 2.02935
H -1.07240 -4.71343 2.31640
H 0.49402 -6.58963 5.59933
H -0.99455 -7.51491 5.24633
C 3.27441 -9.77211 4.30328
C 2.69923 -11.18121 4.47092
C 2.77230 -11.53325 5.95971
S 2.68333 -9.97816 6.84610
O 3.93750 -9.76372 7.52586
O 1.41504 -9.89108 7.53018
C 2.63513 -8.93120 5.40054
H 3.06502 -9.36438 3.31356
H 4.36004 -9.79797 4.43621
H 1.65642 -11.18964 4.14137
H 3.23907 -11.91220 3.86690
H 1.94271 -12.16957 6.26495
H 3.71913 -12.01105 6.21234
H 3.16963 -8.00270 5.59627
H 1.58803 -8.72281 5.17522
C 1.77237 1.48390 -10.13690
C 1.14147 0.10390 -9.92719
C 1.23477 -0.22139 -8.43349
S 1.23340 1.35301 -7.57715
O 2.51096 1.52523 -6.93273
O -0.01371 1.50685 -6.86681
C 1.19508 2.37382 -9.04248
H 1.55780 1.88067 -11.13009
H 2.85850 1.41362 -10.02804
H 0.09166 0.13364 -10.23276
H 1.63528 -0.66141 -10.52791
H 0.38642 -0.81534 -8.09622
H 2.16620 -0.73431 -8.19298
H 1.77296 3.28191 -8.87674
H 0.15253 2.62332 -9.24737
*
```


Entry 2:
Molecular formula: C3H2FHoO2
Method: DFT, the ωB97M-V functional and the def2-TZVPD basis

- Lowest unoccupied orbital energy (alpha / beta): -6.61 / -7.52 eV
- Energy above the lowest of the compared OMol25 structures with the same formula, charge and spin: 218.2 kJ/mol
- Kohn-Sham gap (alpha / beta): 6.02 / 4.72 eV
- Max |F|: 6.86 eV/A
- Expectation value of S²: 8.881
- Energy: -35738.473 eV
- Molar mass: 254.0 g mol⁻¹

Geometry as ORCA input:
```
! wB97M-V def2-TZVPD RIJCOSX def2/J DEFGRID3
* xyz 1 6
F -2.43836 1.22630 0.65291
O 0.38720 -0.82333 -0.36995
O -2.34105 -0.99670 0.18766
C 0.27273 0.33831 -1.03031
C -0.89094 0.98239 -0.52345
C -1.63216 -0.02590 0.21709
H 0.34321 0.28226 -2.12898
H -0.75025 2.04322 -0.31253
Ho 2.86644 -0.79098 0.33382
*
```


Entry 3:
Molecular formula: C72H180O18
Method: DFT, the ωB97M-V functional and the def2-TZVPD basis

- Lowest unoccupied orbital energy: 0.63 eV
- Energy above the lowest of the compared OMol25 structures with the same formula, charge and spin: 0.0 kJ/mol
- Kohn-Sham gap: 10.03 eV
- Max |F|: 2.02 eV/A
- Energy: -114431.471 eV
- Molar mass: 1334.2 g mol⁻¹

Geometry as ORCA input:
```
! wB97M-V def2-TZVPD RIJCOSX def2/J DEFGRID3
* xyz 0 1
C -3.25577 0.39487 1.23810
C -1.91223 0.73458 0.60901
O -1.32992 1.79617 1.39715
C -0.11428 2.33758 0.89371
C 0.45557 3.37096 1.85534
H -3.81057 -0.32353 0.62137
H -3.12783 0.04049 2.28079
H -3.87036 1.31018 1.33063
H -1.20093 -0.09798 0.55370
H -1.99687 1.04203 -0.42591
H 0.62833 1.55661 0.80285
H -0.30528 2.78334 -0.08580
H 1.40536 3.74658 1.48283
H 0.65699 2.92533 2.81462
H -0.24727 4.16891 2.06588
C 5.83888 -3.68033 1.07674
C 6.33791 -2.89382 -0.11176
O 5.30344 -2.13592 -0.71270
C 5.80167 -1.46256 -1.88823
C 4.63214 -0.71291 -2.46722
H 5.29335 -2.96441 1.68968
H 5.22775 -4.53999 0.81954
H 6.72672 -4.04509 1.58850
H 7.16897 -2.23842 0.20630
H 6.79382 -3.59966 -0.83347
H 6.61526 -0.78769 -1.65123
H 6.19076 -2.17558 -2.62633
H 4.37326 -0.01075 -1.68506
H 3.78442 -1.37157 -2.64677
H 4.86425 -0.14982 -3.36447
C -5.06702 -6.13425 2.00807
C -5.52024 -4.69612 2.14640
O -6.51627 -4.42129 1.24314
C -6.99327 -3.08520 1.23326
C -6.12863 -2.21377 0.35964
H -4.09402 -6.30173 2.44896
H -5.79029 -6.86561 2.39873
H -4.93862 -6.32064 0.93640
H -5.95317 -4.51951 3.15499
H -4.65573 -4.01592 2.01985
H -8.04480 -3.17110 1.00804
H -6.87470 -2.74009 2.25792
H -6.04924 -2.61378 -0.63942
H -5.10499 -2.20691 0.76097
H -6.44570 -1.18549 0.37634
C -2.43241 -4.13044 -0.06259
C -1.52644 -5.16161 0.51132
O -0.27948 -4.54666 0.79228
C 0.61987 -5.48300 1.36996
C 1.98893 -4.87469 1.57548
H -3.39434 -4.52652 -0.33015
H -2.57015 -3.32896 0.65798
H -1.99271 -3.74221 -0.98553
H -1.92493 -5.67187 1.40431
H -1.34791 -5.99422 -0.17808
H 0.18782 -5.84531 2.31921
H 0.74060 -6.31023 0.65613
H 1.93627 -4.11292 2.32358
H 2.41195 -4.61864 0.62048
H 2.67276 -5.62387 1.99503
C 5.25941 3.71382 -6.24555
C 4.63514 2.57260 -5.45821
O 3.79889 1.88655 -6.38003
C 3.21593 0.72774 -5.77051
C 2.30444 0.11421 -6.79532
H 6.05025 4.18464 -5.62965
H 5.77180 3.28627 -7.11585
H 4.54642 4.46125 -6.59956
H 5.34185 1.87632 -4.97816
H 4.02085 2.97597 -4.64758
H 4.01922 0.05828 -5.48092
H 2.68626 1.04806 -4.85873
H 2.87449 -0.30212 -7.64367
H 1.61707 0.88168 -7.16402
H 1.81216 -0.77837 -6.40638
C 2.63919 2.69903 -1.69022
C 3.85313 3.55875 -1.79804
O 4.94984 2.68070 -1.83599
C 6.14006 3.34942 -2.01447
C 7.30259 2.40218 -2.01313
H 1.77084 3.32481 -1.57755
H 2.46581 2.00626 -2.50484
H 2.68470 2.11781 -0.76773
H 3.81272 4.22678 -2.65669
H 3.96027 4.20281 -0.91909
H 6.10445 3.91378 -2.95992
H 6.33929 4.06693 -1.18412
H 7.21978 1.69061 -2.82523
H 7.35068 1.86305 -1.07835
H 8.20532 2.98500 -2.17347
C 0.06883 -2.80244 -5.36801
C -1.38402 -3.10910 -5.14059
O -1.86017 -2.29645 -4.06310
C -3.28169 -2.40345 -3.85289
C -3.66009 -1.46895 -2.73860
H 0.65966 -2.87661 -4.46618
H 0.45076 -3.41928 -6.18604
H 0.17062 -1.76362 -5.67278
H -1.91678 -2.83489 -6.06034
H -1.58912 -4.18914 -4.95864
H -3.84171 -2.17226 -4.75728
H -3.50732 -3.43912 -3.56239
H -4.64222 -1.69492 -2.33100
H -3.60413 -0.39803 -2.97491
H -2.96140 -1.70060 -1.93975
C -3.75393 3.20801 -3.16890
C -4.76516 2.74128 -2.15852
O -5.59916 1.78815 -2.82934
C -6.44884 1.03957 -1.94806
C -7.46491 0.22777 -2.71080
H -2.95241 3.79791 -2.73580
H -3.32808 2.32279 -3.65524
H -4.26929 3.83713 -3.90415
H -4.24412 2.27659 -1.29572
H -5.43260 3.49307 -1.75370
H -5.81435 0.36897 -1.36805
H -6.86676 1.72546 -1.22428
H -8.36186 0.13484 -2.09941
H -7.00933 -0.75297 -2.92439
H -7.66912 0.69528 -3.67932
C 0.35328 -5.54106 -2.74942
C 1.90391 -5.39304 -2.62291
O 2.52751 -4.62968 -3.63531
C 3.96331 -4.59291 -3.47628
C 4.53758 -3.80911 -4.62135
H 0.08223 -6.31183 -2.02847
H -0.24531 -4.65508 -2.49296
H 0.14022 -5.88112 -3.76945
H 2.17563 -5.03343 -1.63700
H 2.31893 -6.39562 -2.75457
H 4.18821 -4.12488 -2.52001
H 4.33446 -5.63638 -3.45567
H 5.61776 -3.68972 -4.57713
H 4.09303 -2.80485 -4.60536
H 4.31498 -4.33381 -5.54691
C -0.53554 -0.87502 3.68367
C -1.04968 -2.24314 3.30645
O -1.36391 -2.96325 4.49091
C -1.93075 -4.21821 4.24206
C -2.25993 -4.89772 5.55767
H -1.11881 -0.37783 4.47941
H 0.48175 -1.01340 4.06950
H -0.52328 -0.23640 2.80682
H -1.92213 -2.12451 2.67324
H -0.30856 -2.80906 2.70785
H -2.80432 -4.13405 3.59493
H -1.21513 -4.88625 3.74789
H -2.56813 -5.92782 5.37857
H -3.02862 -4.36717 6.12381
H -1.38113 -4.90439 6.20737
C -2.52725 0.98421 -6.10886
C -2.23913 0.64262 -7.54276
O -3.49778 0.54454 -8.22893
C -3.42632 0.14364 -9.62445
C -4.78556 0.18180 -10.24794
H -1.62505 1.17545 -5.51369
H -3.12305 1.89658 -6.05892
H -3.13599 0.18663 -5.68219
H -1.65580 1.43706 -8.02842
H -1.62426 -0.27644 -7.59784
H -2.78929 0.90790 -10.09758
H -2.92879 -0.82389 -9.68491
H -5.30740 1.07052 -9.88894
H -5.37168 -0.70116 -9.93670
H -4.75185 0.17180 -11.34303
C -7.06338 6.72396 2.79054
C -6.54352 5.35408 2.37113
O -5.24398 5.55614 1.80372
C -4.60031 4.30614 1.55017
C -3.24905 4.57396 0.85539
H -7.81833 6.62901 3.58253
H -6.24321 7.33050 3.15367
H -7.49114 7.21983 1.90835
H -6.50521 4.64229 3.19364
H -7.20101 4.88561 1.60668
H -4.44742 3.72831 2.45394
H -5.27834 3.71349 0.88683
H -3.52631 5.34613 0.12968
H -2.85618 3.66117 0.41340
H -2.51865 5.00121 1.54389
C 4.25032 3.90849 2.54396
C 4.75044 2.67089 1.84481
O 5.30305 1.74636 2.79315
C 5.88268 0.56849 2.22257
C 6.51090 -0.20220 3.34887
H 3.83433 4.59978 1.78804
H 3.45299 3.63758 3.24215
H 4.98466 4.52466 3.04671
H 3.93653 2.08718 1.40335
H 5.45150 2.88107 1.01591
H 5.15948 0.03857 1.63799
H 6.61607 0.87012 1.46154
H 7.25129 0.41226 3.84486
H 6.97336 -1.14575 3.00013
H 5.74723 -0.38488 4.11157
C -0.88595 6.67196 -1.13157
C -0.33287 5.35992 -1.72449
O -0.62093 5.29994 -3.13724
C -0.04742 4.16067 -3.80493
C -0.40849 4.18657 -5.26965
H -0.43160 7.55181 -1.57648
H -1.95196 6.74537 -1.30128
H -0.65648 6.64063 -0.06431
H 0.73981 5.25577 -1.57490
H -0.84913 4.51667 -1.23398
H 1.03060 4.21986 -3.59907
H -0.42104 3.22786 -3.36734
H 0.18141 3.47658 -5.83717
H -0.21069 5.14443 -5.74121
H -1.49046 4.05985 -5.34185
C -2.37601 2.82201 4.27105
C -3.16918 3.71169 5.20319
O -4.22146 2.91994 5.79150
C -5.06247 3.75026 6.60643
C -6.03079 2.87597 7.39109
H -2.94415 2.41760 3.46718
H -1.66767 3.45326 3.72508
H -1.79703 2.13053 4.88873
H -2.55942 4.14127 5.99828
H -3.57825 4.55315 4.63700
H -4.47284 4.28458 7.34223
H -5.50747 4.46493 5.91476
H -5.39718 2.20269 7.96695
H -6.67136 2.29984 6.73602
H -6.65544 3.49535 8.04552
C 3.58971 -3.14444 4.77314
C 2.65725 -3.10194 5.93015
O 2.96432 -4.27836 6.71046
C 2.31831 -4.38103 7.98263
C 2.62241 -5.70122 8.70890
H 4.63170 -3.12860 5.08953
H 3.41685 -4.03053 4.14698
H 3.40843 -2.32821 4.08348
H 2.80994 -2.19788 6.54341
H 1.58731 -3.12335 5.66680
H 2.70264 -3.58262 8.60944
H 1.22583 -4.21320 7.88072
H 2.48577 -6.59963 8.10216
H 1.98281 -5.70543 9.59493
H 3.64410 -5.68630 9.05789
C 0.99406 1.72629 5.93174
C 2.46286 1.68540 5.50784
O 3.22403 2.27360 6.55076
C 4.62657 2.19515 6.34465
C 5.40222 2.88476 7.44266
H 0.76501 1.43563 6.96476
H 0.55444 2.71943 5.79414
H 0.40804 1.10340 5.25818
H 2.80360 0.67305 5.26505
H 2.64798 2.22950 4.58032
H 4.96181 1.14063 6.30709
H 4.85157 2.61637 5.35516
H 5.17328 2.52124 8.44113
H 5.18302 3.94851 7.43451
H 6.47019 2.77884 7.21816
C 2.37392 -0.88566 1.24293
C 1.54772 -1.36902 0.08198
O 1.03540 -0.28874 -0.73917
C 0.16655 -0.85126 -1.71897
C -0.22309 0.20677 -2.70251
H 3.29526 -0.35838 0.93872
H 1.82018 -0.28246 1.96842
H 2.70168 -1.76462 1.79040
H 2.10101 -2.05536 -0.57501
H 0.63449 -1.84418 0.43080
H 0.66674 -1.69928 -2.22862
H -0.67235 -1.31163 -1.17797
H -0.62698 -0.25925 -3.59490
H 0.72360 0.69287 -2.99349
H -0.87621 1.00036 -2.32970
*
```


Entry 4:
Molecular formula: H26O13
Method: DFT, the ωB97M-V functional and the def2-TZVPD basis

- Lowest unoccupied orbital energy: 0.10 eV
- Energy above the lowest of the compared OMol25 structures with the same formula, charge and spin: 72.5 kJ/mol
- Kohn-Sham gap: 11.12 eV
- Max |F|: 2.40 eV/A
- Energy: -27041.196 eV
- Molar mass: 234.2 g mol⁻¹

Geometry as ORCA input:
```
! wB97M-V def2-TZVPD RIJCOSX def2/J DEFGRID3
* xyz 0 1
O 2.03142 2.40830 0.12402
H 2.34226 3.30661 0.11444
H 2.67716 1.89239 0.66159
O 2.25712 -0.89760 1.56222
H 2.41907 -1.32991 0.72161
H 1.31092 -0.70452 1.44648
O -3.08560 -0.92994 0.74243
H -3.46040 -0.03962 0.98974
H -2.91375 -1.46005 1.49722
O 3.62526 1.10079 2.41995
H 3.03894 0.48215 1.94041
H 3.05425 1.33269 3.11813
O -0.96235 0.69916 -1.39867
H -1.24090 1.60502 -1.30009
H -0.16674 0.69304 -1.91223
O -0.39953 -2.60851 -1.17719
H -1.15555 -2.16142 -1.55521
H -0.42103 -3.44854 -1.70090
O -3.46050 1.79395 0.27975
H -3.49931 1.92324 -0.70534
H -3.01401 2.63960 0.54146
O -0.15713 0.05658 0.94399
H -0.40631 0.10631 0.01083
H -0.89006 -0.42765 1.38430
O 1.58793 1.22516 -2.19525
H 1.73243 1.75086 -1.38032
H 2.01406 0.40035 -2.10650
O 2.40478 -2.35652 -0.97521
H 3.01968 -2.64636 -1.64175
H 1.57245 -2.27711 -1.44846
O -0.92319 2.75320 0.46538
H -0.71477 1.90338 0.94364
H -0.15150 3.27303 0.54893
O -2.80207 -1.23370 -2.57875
H -2.39582 -0.34122 -2.65184
H -3.14496 -1.18887 -1.71702
O -0.26542 -2.50207 2.16588
H -0.00833 -2.44051 1.18642
H 0.55151 -2.35168 2.63592
*
```


Entry 5:
Molecular formula: C8H12O2
Method: DFT, the ωB97M-V functional and the def2-TZVPD basis

- Lowest unoccupied orbital energy: 0.74 eV
- Energy above the lowest of the compared OMol25 structures with the same formula, charge and spin: 202.0 kJ/mol
- Kohn-Sham gap: 9.38 eV
- Max |F|: 4.77 eV/A
- Energy: -12583.345 eV
- Molar mass: 140.2 g mol⁻¹

Geometry as ORCA input:
```
! wB97M-V def2-TZVPD RIJCOSX def2/J DEFGRID3
* xyz 0 1
C 0.49980 0.37918 0.31748
C -1.21638 -1.70558 0.46833
C -0.22850 1.09264 -0.83447
C -1.15628 0.06166 -1.49750
C 1.80770 -0.26046 -0.14161
C 0.87984 1.36261 1.43216
C -0.65270 -1.28215 -0.98509
C -1.04642 -0.49944 1.24471
O -0.20479 -2.17403 -1.66713
O -1.72095 0.20298 1.89115
H -0.54368 -2.49305 0.79922
H -2.26101 -2.03923 0.43998
H -0.83174 1.91741 -0.43346
H 0.47033 1.51127 -1.55220
H -2.21000 0.21663 -1.22917
H -1.06756 0.07179 -2.58747
H 1.75794 -0.80577 -1.08398
H 2.19780 -0.92767 0.62435
H 2.55335 0.50636 -0.36636
H 1.55820 2.13815 1.05138
H 0.02156 1.88187 1.85436
H 1.39349 0.84483 2.25535
*
```